{"formula": "C3H7BIN2O", "method": "ωB97M-V/def2-TZVPD", "charge": -1, "total_energy_ha": -625.8904, "species": ["C", "N", "C", "B", "I", "N", "C", "O", "H", "H", "H", "H", "H", "H", "H"], "positions_angstrom": [[-0.6064, 1.2384, 1.6727], [-0.5902, 1.3405, 0.1873], [0.3056, 0.2769, -0.4301], [-0.4094, -1.1953, -0.4593], [-2.1604, -1.1365, -1.8481], [0.5010, -2.3550, -0.8762], [1.5004, -1.9602, -1.5985], [2.6485, -1.5416, -1.9157], [0.3841, 0.8821, 2.1260], [-0.8910, 2.2558, 2.1238], [-1.4331, 0.5057, 1.9818], [-0.2239, 2.2540, -0.1278], [0.4703, 0.6430, -1.5215], [1.3441, 0.2744, 0.0603], [-0.8395, -1.4822, 0.6254]], "forces_ev_per_angstrom": [[-0.727, 0.247, 0.270], [1.333, -0.306, 0.330], [-0.059, 1.162, -1.237], [0.257, 0.703, 1.208], [-0.698, 0.055, -0.483], [5.054, 1.514, -4.558], [1.557, 0.355, 3.478], [-5.563, -2.299, 0.561], [-1.139, 0.470, -0.542], [0.479, -1.384, -0.597], [1.298, 0.923, -0.383], [-0.277, -0.708, 0.645], [-0.101, -0.604, 1.608], [-1.171, -0.087, -0.394], [-0.243, -0.040, 0.094]]}

=====

{"formula": "BH22O9", "method": "ωB97M-V/def2-TZVPD", "charge": -1, "de_lowest_kcal_mol": 23.8, "species": ["B", "H", "H", "H", "H", "O", "H", "H", "O", "H", "H", "O", "H", "H", "O", "H", "H", "O", "H", "H", "O", "H", "H", "O", "H", "H", "O", "H", "H", "O", "H", "H"], "positions_angstrom": [[17.0776, -9.6749, -23.0636], [18.0991, -9.1349, -22.6898], [16.1031, -9.5011, -22.3304], [16.8932, -9.3100, -24.2203], [17.2760, -10.9015, -23.1091], [14.3230, -11.5636, -23.4087], [14.0313, -12.1081, -24.0818], [15.0785, -11.0098, -23.6174], [17.6747, -7.6087, -19.5559], [18.2484, -7.4712, -20.3456], [18.1782, -7.5507, -18.7909], [16.6610, -5.9317, -23.1428], [16.9052, -6.7782, -23.3755], [16.2611, -5.6830, -23.9855], [13.9043, -10.1869, -20.2736], [14.2187, -9.4441, -19.7874], [13.6348, -10.0830, -21.1975], [18.2111, -10.3999, -20.0479], [18.0427, -9.5083, -19.6319], [17.9194, -10.2889, -20.9181], [19.8360, -7.3070, -21.1484], [19.7385, -7.5490, -22.0351], [20.3657, -6.5055, -21.0300], [17.4356, -13.2406, -20.8456], [17.7005, -12.7070, -21.5272], [16.9759, -12.6138, -20.2352], [14.6382, -7.2455, -24.8389], [14.2183, -7.0414, -23.9474], [15.2414, -7.9004, -24.4905], [14.4778, -7.0331, -22.0698], [15.2812, -6.5017, -22.3280], [14.6780, -7.9642, -22.0080]], "forces_ev_per_angstrom": [[-0.130, -0.548, -0.340], [0.131, 0.270, 0.313], [0.153, 0.259, -0.075], [-0.276, 0.161, -0.101], [0.015, 0.293, 0.036], [-0.014, 1.564, 2.879], [-0.326, -1.306, -2.330], [0.361, -0.163, -0.419], [-1.830, -0.180, -2.389], [-0.061, -0.051, 0.941], [1.713, 0.353, 1.895], [-0.599, 3.132, 0.165], [1.363, -3.586, -0.303], [-0.307, 0.441, -0.022], [-0.732, -1.952, -0.078], [0.236, 1.197, -0.462], [0.533, 0.644, 0.514], [0.630, 0.718, 3.130], [0.038, -1.239, -0.823], [-0.782, 0.371, -2.389], [0.484, 0.737, 2.571], [-0.067, -0.393, -2.282], [-0.295, -0.379, -0.577], [-1.691, -1.548, 3.470], [1.039, 2.183, -2.793], [0.664, -0.660, -0.735], [-0.833, 0.689, 1.389], [0.154, -0.001, -1.259], [0.693, -0.874, -0.398], [-0.523, 1.246, -0.107], [-0.500, -1.033, 0.549], [0.757, -0.346, 0.034]]}

=====

{"formula": "C7H9I", "method": "ωB97M-V/def2-TZVPD", "smiles": "C=C/C(C)=C(\\I)C=C", "de_lowest_kcal_mol": 81.3, "species": ["C", "C", "C", "C", "C", "I", "C", "C", "H", "H", "H", "H", "H", "H", "H", "H", "H"], "positions_angstrom": [[-2.7940, 0.3190, 0.9845], [-1.9510, -0.2907, 0.1435], [-0.5524, -0.2273, 0.1546], [0.2531, 0.8443, 0.8206], [0.2804, -1.1122, -0.9178], [-0.6391, -2.7672, -1.6430], [1.6065, -0.7299, -1.3037], [2.4966, -1.4214, -1.9849], [-3.8707, 0.1481, 0.7384], [-2.5658, 0.7453, 1.8637], [-2.4474, -0.8268, -0.6338], [0.0388, 0.7576, 1.9068], [0.1637, 1.9019, 0.4988], [1.3411, 0.5815, 0.8158], [1.8170, 0.2733, -0.9516], [3.4916, -1.2511, -2.2442], [2.0995, -2.3413, -2.4181]], "forces_ev_per_angstrom": [[-2.310, -2.082, -2.904], [-0.729, 0.243, 0.569], [4.671, -2.322, -5.121], [1.038, -0.529, 1.552], [-3.141, 3.493, 3.909], [-0.223, -0.689, -0.400], [-0.285, 1.307, 1.045], [-1.568, -2.118, -0.953], [0.936, 0.477, 0.533], [0.954, 1.783, 2.834], [0.126, -0.451, -0.600], [-0.176, 0.532, -0.392], [-0.414, -0.701, 0.003], [-0.971, 0.296, -0.165], [0.442, -0.098, -0.004], [1.303, 1.035, -0.119], [0.347, -0.177, 0.212]]}

=====

{"formula": "C5H12O2", "method": "ωB97M-V/def2-TZVPD", "de_lowest_kcal_mol": 176.9, "species": ["C", "C", "C", "C", "C", "H", "H", "H", "H", "H", "H", "H", "H", "H", "H", "O", "H", "H", "O"], "positions_angstrom": [[0.4623, -0.2890, -2.0907], [0.2796, 0.4544, -0.9612], [-0.5449, 1.5695, -0.7837], [1.0519, 0.4241, 1.5506], [1.0658, 0.0587, 0.2270], [2.5263, 0.7071, -0.0734], [1.3083, -0.9658, -2.1301], [0.0050, -0.0865, -3.0485], [-0.8684, 2.2162, -1.5898], [-0.2901, 2.1635, 0.0889], [0.6093, 1.3607, 1.8643], [1.5497, -0.2180, 2.2633], [1.5779, -0.8886, 0.0381], [-0.3243, -1.0833, 2.1460], [-1.5818, -1.3724, 1.3906], [-1.0781, -1.6891, 2.1590], [-1.8007, -1.5617, -0.4991], [-1.6527, -0.0270, -0.2778], [-2.2950, -0.7729, -0.2734]], "forces_ev_per_angstrom": [[1.248, 0.064, -0.219], [-0.597, 1.804, -0.001], [1.295, 0.598, 0.369], [-0.675, 0.928, -0.190], [3.891, -0.790, -1.186], [-2.276, -0.908, 0.126], [-0.195, -0.242, 0.137], [-0.450, 0.052, 0.222], [-0.435, -0.576, -0.276], [-0.491, -0.182, 0.248], [-0.063, -0.138, 0.198], [0.158, 0.219, 0.106], [-0.508, -0.348, 0.295], [-0.189, -0.246, 0.243], [-0.404, -0.032, 0.185], [0.284, 0.124, -0.134], [0.169, -0.118, -0.381], [-0.574, -0.375, -0.213], [-0.185, 0.165, 0.471]]}

=====

{"formula": "C3H10N2", "method": "ωB97M-V/def2-TZVPD", "smiles": "C=NC.CN", "de_lowest_kcal_mol": 45.6, "species": ["C", "N", "C", "H", "H", "H", "H", "H", "C", "N", "H", "H", "H", "H", "H"], "positions_angstrom": [[2.0364, 0.0476, 2.9744], [0.9018, -0.3810, 2.5716], [-0.1281, 0.6439, 2.4774], [2.9334, -0.4356, 2.5671], [2.1337, 1.0581, 3.3784], [-0.0299, 1.2268, 1.5301], [-0.0394, 1.3047, 3.3457], [-1.0966, 0.1533, 2.5745], [-1.2322, -0.2627, -4.2815], [-1.1907, -0.1273, -2.8432], [-0.5133, 0.3375, -4.8644], [-2.1680, 0.0905, -4.7458], [-1.1205, -1.3298, -4.5316], [-1.7209, -0.7903, -2.2910], [-0.2584, -0.3864, -2.5443]], "forces_ev_per_angstrom": [[-0.804, -0.026, -1.640], [1.453, 0.554, -0.809], [-0.388, -0.210, 1.031], [-0.114, -0.452, 1.146], [0.175, 0.102, 0.151], [-0.143, -0.660, 0.713], [-0.067, 0.461, -0.173], [-0.117, 0.230, -0.432], [-0.880, -0.893, -1.107], [0.999, 0.742, 0.902], [0.305, -0.275, 0.923], [-0.077, -0.274, 0.643], [0.072, 0.315, -0.608], [-0.722, -0.037, -0.723], [0.307, 0.422, -0.016]]}

=====

{"formula": "C26H59N3O3Si", "method": "ωB97M-V/def2-TZVPD", "charge": -2, "total_energy_ha": -1705.3650, "species": ["C", "C", "C", "C", "C", "C", "C", "C", "C", "C", "Si", "C", "C", "C", "O", "C", "C", "C", "C", "C", "C", "C", "C", "C", "C", "C", "N", "N", "N", "H", "H", "H", "H", "H", "H", "H", "H", "H", "H", "H", "H", "H", "H", "H", "H", "H", "H", "H", "H", "H", "H", "H", "H", "H", "H", "H", "H", "H", "H", "H", "H", "H", "H", "H", "H", "H", "H", "H", "H", "H", "H", "H", "H", "H", "H", "H", "H", "H", "H", "H", "H", "H", "H", "H", "O", "C", "C", "O", "H", "H", "H", "H"], "positions_angstrom": [[4.5350, 0.2449, 4.1329], [4.3373, 1.7391, 3.7893], [3.7476, 1.9636, 2.3800], [4.7531, 2.4970, 1.3652], [6.0759, 1.7087, 1.3056], [6.3649, 1.0893, -0.0702], [5.2267, 0.1377, -0.5302], [4.5896, 0.6629, -1.8083], [3.3834, -0.1368, -2.3342], [2.3728, -0.5858, -1.2712], [1.2349, -1.9762, -1.9060], [0.4470, -1.3317, -3.5158], [-1.0664, -1.0435, -3.4219], [-1.2733, 0.4290, -3.1517], [-2.6362, 0.6852, -2.8511], [-0.0284, -2.3680, -0.5589], [-0.7982, -1.1623, -0.0280], [-1.8024, -1.5660, 1.0718], [-3.1250, -0.7934, 1.0365], [-3.0097, 0.7212, 0.8178], [-4.3077, 1.2505, 0.2048], [-4.2620, 2.7633, -0.0394], [-5.7040, 3.2864, -0.2356], [-6.2615, 3.9974, 0.9980], [2.2681, -3.4983, -2.4341], [2.9460, -4.3255, -1.3308], [3.8985, -3.5797, -0.5254], [1.9995, -4.9753, -0.4380], [3.7289, -5.3968, -2.0270], [4.0308, -0.0455, 5.0490], [4.1297, -0.3816, 3.3429], [5.5826, -0.0124, 4.2609], [5.3092, 2.2194, 3.8355], [3.6469, 2.1604, 4.5084], [3.2838, 1.0523, 2.0145], [2.9511, 2.7007, 2.4781], [4.9539, 3.5524, 1.5152], [4.2810, 2.4308, 0.3880], [6.8965, 2.3921, 1.5267], [6.1202, 0.9126, 2.0436], [7.3145, 0.5678, 0.0088], [6.4335, 1.9135, -0.7733], [4.5187, 0.1110, 0.2871], [5.6555, -0.8426, -0.7173], [5.3616, 0.6143, -2.5761], [4.3275, 1.7147, -1.7193], [2.8462, 0.5209, -3.0116], [3.7425, -0.9536, -2.9587], [2.8278, -0.8368, -0.3190], [1.6969, 0.2518, -1.0943], [0.6085, -2.0741, -4.2978], [0.9351, -0.4226, -3.8582], [-1.5813, -1.6362, -2.6744], [-1.5577, -1.2415, -4.3727], [-0.8908, 1.0214, -3.9827], [-0.6763, 0.6872, -2.2660], [-2.9071, 1.5027, -3.2934], [-0.6824, -3.1717, -0.8993], [0.5343, -2.7731, 0.2823], [-1.3742, -0.6516, -0.7919], [-0.1151, -0.4268, 0.3878], [-1.3480, -1.5534, 2.0589], [-2.0394, -2.6143, 0.8872], [-3.8274, -1.2153, 0.3241], [-3.5911, -0.9205, 2.0103], [-2.8583, 1.2225, 1.7708], [-2.2168, 0.9986, 0.1243], [-5.1691, 1.0428, 0.8404], [-4.4182, 0.7504, -0.7532], [-3.8041, 3.2276, 0.8321], [-3.7062, 2.9924, -0.9474], [-5.7650, 3.9127, -1.1258], [-6.3325, 2.4136, -0.3946], [-6.9236, 4.8211, 0.7510], [-5.4580, 4.3606, 1.6383], [-6.8696, 3.2782, 1.5495], [3.0705, -3.1038, -3.0533], [1.6924, -4.1746, -3.0638], [4.6104, -3.1367, -1.0910], [3.4463, -2.9125, 0.0860], [2.0887, -4.6696, 0.5201], [1.0456, -4.9140, -0.7639], [4.6873, -5.3619, -1.6999], [3.3294, -6.2795, -1.7366], [-10.8372, 1.5530, 3.7008], [-9.7626, 1.9098, 2.9589], [-9.1103, 0.7229, 2.1157], [-8.0233, 1.0837, 1.3827], [-8.8972, 2.3324, 3.5403], [-9.9545, 2.7091, 2.1915], [-9.9678, 0.3111, 1.5234], [-8.9279, -0.0792, 2.8764]], "forces_ev_per_angstrom": [[-0.019, 0.135, -0.046], [-0.180, -0.906, -0.439], [0.129, 0.719, 0.479], [0.000, -0.716, -0.294], [0.273, 0.225, -0.412], [-0.653, -0.021, 0.580], [0.786, 1.002, -0.087], [-0.146, -0.642, -0.305], [0.117, 0.364, 0.329], [-0.421, -0.265, -0.618], [0.243, 0.168, -0.116], [-0.557, -0.452, 0.292], [0.180, 0.362, -0.718], [-0.027, -0.141, 0.995], [-0.026, 0.358, -0.611], [0.623, 0.361, -0.297], [-0.630, -0.232, 0.517], [-0.220, -0.365, -0.682], [0.510, 0.505, 0.718], [-0.865, -0.224, -0.272], [0.665, 0.522, 0.158], [-1.016, -0.468, -0.157], [0.219, 0.025, 0.239], [-0.181, -0.363, 0.040], [-0.274, 0.481, 0.846], [0.458, -0.756, -0.469], [0.003, -0.276, 0.412], [-0.047, -0.040, -0.138], [-0.051, 0.400, -0.132], [-0.110, 0.037, 0.169], [0.015, -0.161, -0.078], [0.169, -0.058, -0.052], [-0.014, 0.407, 0.286], [0.142, 0.311, 0.264], [-0.054, -0.190, -0.069], [-0.194, -0.020, -0.176], [0.018, 0.194, 0.263], [-0.107, 0.131, -0.209], [0.148, -0.046, 0.197], [-0.137, -0.060, 0.235], [0.211, -0.001, -0.304], [0.341, 0.049, -0.314], [-0.287, -0.408, 0.068], [-0.228, -0.346, 0.131], [0.131, 0.197, -0.179], [-0.089, 0.144, 0.257], [-0.046, 0.030, -0.295], [0.083, -0.296, 0.109], [0.082, -0.073, 0.121], [-0.065, 0.134, 0.297], [0.147, -0.108, -0.028], [0.261, 0.117, -0.042], [-0.048, -0.073, 0.175], [-0.068, -0.259, -0.139], [-0.109, 0.081, -0.187], [0.105, 0.216, -0.066], [-0.004, -0.298, 0.353], [-0.285, -0.010, 0.017], [0.107, -0.223, 0.113], [0.068, -0.050, -0.267], [0.241, 0.183, -0.093], [0.178, 0.249, 0.173], [-0.087, -0.218, 0.122], [0.108, -0.112, -0.339], [-0.309, -0.147, 0.069], [0.319, 0.118, 0.146], [0.326, -0.035, 0.086], [-0.148, -0.245, 0.010], [-0.379, -0.173, -0.132], [0.217, 0.319, -0.049], [0.550, 0.000, 0.053], [0.045, 0.161, -0.091], [-0.296, -0.013, -0.216], [-0.064, 0.219, -0.108], [0.059, 0.203, 0.088], [-0.061, -0.120, 0.225], [0.127, -0.056, -0.296], [-0.149, -0.034, -0.119], [-0.165, 0.208, 0.004], [0.078, 0.204, -0.241], [-0.094, -0.011, -0.042], [0.022, 0.190, 0.184], [-0.053, -0.173, 0.120], [0.137, -0.019, 0.070], [-0.007, 0.247, 0.077], [-0.092, -0.485, -0.080], [-0.030, 0.474, 0.174], [0.370, -0.081, -0.220], [0.051, -0.105, 0.149], [-0.144, -0.028, -0.101], [-0.002, 0.111, -0.166], [0.178, 0.043, 0.076]]}

=====

| no. | largest force on an atom (eV/A) |
| --- | --- |
| 1 | 7.0 |
| 2 | 4.2 |
| 3 | 7.3 |
| 4 | 4.1 |
| 5 | 1.8 |
| 6 | 1.3 |